Computed, not measured: 3 unconnected molecules or ions with the total composition C32H63N3O2Si, with ωB97M-V/def2-TZVPD.

```
101
Properties=species:S:1:pos:R:3:forces:R:3
H -5.7843 2.9745 6.0779 0.073 -0.037 -0.065
H -0.6907 -0.3654 -5.6802 0.002 -0.047 0.028
H 5.8745 -1.0056 2.4470 0.188 -0.269 -0.805
H 0.1739 0.5360 -0.7926 -0.193 -0.301 1.006
H 6.6206 0.6587 -0.0333 -0.062 -0.265 1.022
H -2.8037 -1.3138 -5.1124 0.048 -0.080 0.070
H -0.9451 -0.1396 0.4930 0.855 0.044 -0.452
C 0.9620 -2.0485 1.2395 1.926 -2.383 -0.805
H 1.3235 -1.4389 -4.7623 -0.105 -0.168 0.162
H -3.4641 -0.9542 3.8718 0.005 0.034 0.052
H 1.3802 -4.5354 -4.5232 -0.227 -0.017 -0.077
H -3.2957 -4.5244 -7.0153 0.085 0.029 0.016
H 1.3622 -2.5944 -6.0752 -0.122 -0.134 0.056
C 2.2562 -2.8331 -0.5499 -1.337 1.355 1.616
H 3.7728 2.0943 -1.2453 0.320 0.602 0.551
C -1.5836 3.2669 3.9629 -0.364 0.249 -0.614
H -6.7463 3.5538 3.7326 0.075 -0.032 -0.028
C 1.8179 -3.1360 0.8307 -0.756 1.889 -1.147
H -2.2461 0.9171 3.0094 -0.081 0.173 0.010
H -1.7340 -1.1607 -7.7338 -0.165 -0.186 0.071
H 6.6002 1.4340 3.0088 -0.267 0.146 -0.901
C -6.4915 2.5388 3.4179 0.371 0.357 -0.530
H -1.3478 -1.2736 -3.8038 -0.099 -0.084 -0.076
C -0.1876 -2.9882 -4.6087 0.261 0.819 1.993
N -4.0837 2.9306 4.0367 0.621 -1.107 -3.272
C 1.0676 2.4910 0.6207 -0.991 0.144 0.737
H 4.1320 0.5440 1.7499 0.408 0.738 0.141
H -1.4487 3.1696 2.8842 -0.206 0.100 0.036
H 1.5841 0.7418 1.8354 -1.056 0.006 -0.291
H -0.6417 2.9517 4.4176 -0.220 -0.157 0.170
H 0.1519 -4.6680 -3.2540 0.004 0.033 -0.057
Si 3.9209 3.0478 1.1465 -0.462 -0.916 -0.352
O -3.9757 3.2507 2.7551 -0.239 0.445 1.210
H 2.9333 -3.4568 -1.1676 -0.658 0.730 0.482
H -6.7308 1.5371 5.7182 0.046 0.051 -0.217
H 5.4154 2.6618 -0.8071 -0.942 0.505 -0.069
H 1.4203 2.2961 -0.4264 -0.065 0.156 0.966
H 6.4516 2.5695 1.5901 0.219 -0.979 0.436
C 6.3114 -1.0405 1.4199 0.221 0.991 -0.966
C 5.2883 -1.5317 0.3230 0.389 -0.601 0.876
C -1.0950 -1.8634 -7.1912 0.557 0.001 0.080
H 0.4588 -2.0143 2.2268 0.209 0.611 -1.132
C -3.1226 -2.1624 -5.7139 0.018 0.305 0.238
C 4.3222 2.9083 -0.7081 0.050 -0.129 -0.230
H -1.6215 0.5705 4.6073 0.018 0.255 0.042
C -2.6463 2.5593 6.0232 -0.174 -0.213 0.273
H -3.2293 1.8258 6.5760 -0.090 0.058 -0.039
C 6.1838 1.5453 1.9745 -0.449 -0.267 -0.389
H 1.8880 3.2205 2.5678 -0.030 0.320 -0.981
H -2.9515 3.5575 6.3461 -0.055 -0.059 -0.084
H -1.9857 -4.2410 -8.1724 0.036 -0.062 0.209
H -0.1744 1.3199 2.0504 0.996 -0.111 -0.295
C 2.0695 3.3692 1.4660 -0.365 -0.050 -0.437
H 0.1078 3.0777 0.5291 0.904 -0.496 -0.172
H 1.8730 4.4431 1.1914 0.217 -0.862 0.523
C 0.1190 0.1015 0.2403 0.184 0.317 0.478
H -0.4996 -2.3811 -7.9521 -0.072 -0.141 0.106
H -0.1706 -1.9089 -2.7049 0.048 -0.240 -0.174
C -5.2573 2.0179 4.1779 -1.716 -0.387 1.285
H 7.2193 -1.6962 1.4501 -0.882 0.432 -0.034
H -3.6745 -2.8530 -5.0716 0.116 -0.001 -0.008
H 1.8429 -1.0623 -1.8511 -0.591 0.179 1.064
H -6.3517 2.5394 2.3359 0.165 0.107 0.106
C 0.7333 -3.9644 -3.8548 -0.005 -0.542 -0.534
H 1.3940 -3.4210 -3.1772 -0.249 0.183 -0.058
N -1.1951 -3.7007 -5.4502 2.403 -0.762 -2.433
H 4.2442 -1.3029 0.6621 0.878 -0.374 -0.626
H -1.6514 -2.8129 -2.9862 0.026 -0.004 -0.097
N 0.9116 -1.1391 0.1999 -0.300 0.096 0.039
C -4.9501 0.5914 3.6978 0.462 -0.117 -0.141
C -5.7311 1.9713 5.6483 0.184 -0.086 0.302
C 0.6589 1.1296 1.3305 0.408 0.413 -1.287
C -0.8875 -2.2040 -3.4758 -0.256 0.309 0.004
H -3.8351 -1.7549 -6.4347 0.140 -0.127 -0.096
C -2.7569 2.4161 4.4889 1.406 0.179 1.740
H 2.0824 -4.0146 1.4492 -0.276 0.767 -0.585
H 5.4266 -2.6402 0.1875 -0.547 0.986 0.112
H -1.6145 2.4165 6.3523 -0.011 0.013 -0.210
C -3.6779 0.0217 4.3166 0.000 0.016 0.018
H -7.3583 1.9047 3.6154 0.208 -0.076 0.200
H -1.7232 4.3251 4.1974 -0.061 -0.062 -0.042
H 4.3388 1.6604 3.1514 -0.037 -0.219 -1.018
H -5.1085 1.3537 6.2921 0.081 0.095 -0.016
C -1.9641 -2.8850 -6.4370 -2.006 0.931 -0.229
H -3.8125 -0.1570 5.3873 -0.024 0.043 -0.015
C 4.5848 1.5165 2.0585 0.583 0.229 0.911
H -3.3411 -3.1399 -8.1069 0.080 0.176 0.230
C 0.6840 -2.0256 -5.4291 -0.115 0.070 -0.490
H -5.7904 -0.0700 3.9277 -0.087 0.231 0.061
C 6.7965 0.4291 1.0544 0.662 -0.031 0.398
C -2.6825 -3.7538 -7.4889 0.496 -0.561 0.055
C -0.1385 -1.0797 -6.2979 -0.024 0.007 0.016
H 4.6587 4.2106 1.6663 0.144 0.170 0.129
H -4.8451 0.5789 2.6070 0.009 0.190 0.036
H 5.4975 -1.0559 -0.6648 -0.233 -0.282 0.801
H 0.5337 -0.4838 -6.9216 -0.056 -0.001 0.026
C 1.6686 -1.5587 -0.8793 1.354 -2.812 0.578
H 7.9191 0.4219 1.1649 -1.021 0.346 -0.027
C -2.4968 0.9566 4.0764 -0.375 -0.268 -0.302
O -0.5586 -4.6497 -6.1216 -0.911 0.253 0.920
H 4.0619 3.8793 -1.2013 0.476 -0.780 0.219
```
Forces are in eV/Å.

Results
- Frontier orbital gap (spin up / spin down): 8.7564 / 8.1361 eV
- Expectation value of S²: 2.0085
- Net charge: 0
- Multiplicity: 3
- LUMO (spin up / spin down): 0.5466 / -0.0729 eV